[1]
98
Properties=species:S:1:pos:R:3:forces:R:3 method="wB97M-V/def2-TZVPD" mol_weight_g_mol=702.71 charge=-1 spin_multiplicity=2 energy_ev=-69453.1082
C 18.08044 -13.94450 20.68825 -0.371 0.438 1.385
N 16.66948 -14.35056 20.44029 -0.866 -0.453 -0.237
O 15.74533 -13.83127 21.04003 0.817 0.682 0.317
O 16.48174 -15.28038 19.69153 0.490 -0.520 -0.736
H 18.76108 -14.14883 19.86176 -0.513 0.099 0.064
H 18.34565 -14.52548 21.57156 0.286 -0.256 -0.159
H 18.03317 -12.92483 21.07052 0.202 0.077 -0.591
C 19.36698 -5.74933 20.85782 -1.091 -0.617 1.498
N 20.17247 -6.36952 19.81140 0.761 -0.833 -0.202
O 20.13245 -7.59155 19.69310 -0.234 1.270 -0.148
O 20.87847 -5.62546 19.15604 -0.068 -0.213 -0.143
H 19.83699 -4.86728 21.29276 -0.024 -0.047 -0.579
H 19.21196 -6.49614 21.63650 0.411 -0.135 0.052
H 18.33909 -5.61932 20.51924 0.247 0.505 -0.516
C 23.85532 -13.21960 24.90914 -1.120 -0.253 -0.345
N 22.75680 -13.63786 23.98850 3.205 0.459 1.355
O 21.86154 -12.81448 23.70642 -2.226 2.183 -0.678
O 22.76570 -14.83903 23.60650 0.022 -1.799 -0.422
H 23.65851 -13.73423 25.84963 0.247 -0.164 0.359
H 23.84220 -12.14702 25.10278 -0.327 -0.137 -0.252
H 24.84323 -13.49563 24.54045 -0.058 -0.216 -0.193
C 24.21042 -6.10139 20.46737 0.136 -0.631 -0.655
N 23.52676 -7.44534 20.46179 -0.126 -1.384 -0.016
O 22.55978 -7.54831 21.19651 0.377 0.184 -0.199
O 23.92474 -8.37281 19.74436 -0.110 1.700 0.740
H 24.37436 -5.78744 21.49822 -0.336 -0.071 -0.185
H 23.51288 -5.47384 19.91265 0.105 0.224 0.304
H 25.14687 -6.19711 19.91782 -0.157 -0.077 0.096
C 20.69599 -5.81938 24.42415 0.211 0.233 -1.375
N 21.81311 -4.85506 24.09516 0.728 -0.644 0.087
O 22.16718 -4.15288 24.99664 0.157 0.943 1.112
O 22.36910 -4.83897 23.00134 -1.003 -0.418 -0.001
H 20.69387 -6.48881 23.56394 -0.319 -0.202 0.368
H 19.80232 -5.19841 24.48618 0.034 -0.198 0.055
H 20.86852 -6.32681 25.37328 0.246 0.249 -0.239
C 20.57212 -10.29154 21.68167 -0.374 0.444 -0.441
N 19.92816 -9.46880 22.74056 0.819 -0.110 -1.202
O 18.86313 -8.93071 22.49194 -0.475 -0.012 0.228
O 20.59714 -9.28767 23.71075 0.121 0.518 1.592
H 19.86498 -11.07824 21.41868 0.398 -0.168 0.112
H 21.56467 -10.57577 22.03116 -0.474 -0.469 0.021
H 20.63656 -9.57934 20.85905 0.109 -0.204 -0.147
C 18.09032 -2.73487 24.16422 0.171 -0.459 0.970
O 18.59674 -3.37240 25.33924 0.226 0.033 -0.040
C 17.63878 -3.92511 26.21295 -0.898 -1.962 -0.890
C 16.90639 -5.21826 25.61669 1.219 0.796 -0.233
O 17.78621 -6.37869 25.50104 -1.630 1.079 0.342
C 16.98817 -7.53683 25.27304 -0.701 -0.273 -0.458
H 17.18149 -2.19605 24.43217 -0.139 0.211 -0.239
H 17.87293 -3.47607 23.39515 -0.067 0.054 -0.196
H 18.86786 -2.04589 23.83431 -0.131 -0.059 -0.075
H 16.84554 -3.20554 26.41564 -0.133 0.221 0.118
H 18.13749 -4.19929 27.14258 0.124 0.124 -0.116
H 16.50959 -4.92716 24.64411 0.488 -0.040 -0.734
H 15.93842 -5.41825 26.07618 0.321 -0.386 1.122
H 16.35232 -7.84467 26.10312 0.701 -0.066 0.879
H 17.56874 -8.36959 24.87612 0.256 0.283 0.352
H 16.17599 -7.37630 24.56403 0.227 0.510 -0.854
C 16.89783 -9.75933 19.94958 -1.547 0.850 0.618
O 17.29689 -10.76985 19.12375 2.374 -1.645 -1.103
C 18.29763 -10.42668 18.16109 -0.234 -1.916 -0.675
C 18.62917 -11.69285 17.27664 -0.576 1.482 0.722
O 17.50383 -11.97266 16.52441 -0.559 0.111 0.683
C 17.56365 -13.01428 15.60525 -0.848 0.631 -0.950
H 16.04809 -9.28488 19.45872 -0.317 0.562 0.079
H 17.60810 -8.97856 20.22161 0.468 -0.322 -0.043
H 16.50488 -10.24884 20.84069 0.111 0.269 0.270
H 19.28458 -10.17733 18.55080 -0.198 0.594 0.693
H 17.86409 -9.63062 17.55576 0.428 0.153 -0.370
H 18.90550 -12.54932 17.89162 0.074 -0.041 0.342
H 19.47710 -11.45248 16.63529 0.311 0.176 -0.112
H 18.23791 -13.85064 15.78961 0.016 0.056 0.464
H 17.80285 -12.54634 14.65031 0.367 -0.360 -0.448
H 16.51933 -13.31739 15.53026 0.164 -0.650 -0.136
C 15.99487 -10.74428 24.52594 0.915 -0.796 1.159
C 15.10392 -10.47185 25.58637 0.876 0.152 -0.653
C 15.48817 -10.65537 26.91171 1.406 -0.860 -0.583
C 16.80397 -11.14019 27.17932 -0.130 0.733 -1.046
C 17.77924 -11.29404 26.14793 -2.542 0.533 -0.113
C 17.33258 -11.12728 24.80029 -0.377 -0.174 1.449
H 15.59445 -10.80723 23.52489 0.209 0.402 -0.200
H 14.15248 -10.05726 25.28760 -0.361 -0.216 0.334
H 14.78567 -10.52649 27.72182 -0.001 0.126 0.063
H 17.05718 -11.33258 28.21144 0.207 -0.017 0.067
H 18.79738 -11.55785 26.39330 0.011 -0.137 -0.169
H 18.05917 -11.38398 24.04361 -0.182 0.166 -0.367
C 27.96188 -9.82511 23.67245 -1.527 0.005 1.083
C 27.09464 -10.22620 24.70501 0.560 0.147 -0.156
C 25.72099 -10.26260 24.52805 0.181 -0.370 0.978
C 25.13717 -10.06860 23.30213 -0.071 0.258 -0.521
C 25.97274 -9.70619 22.26573 -0.149 -0.321 -0.208
C 27.32585 -9.53914 22.48346 0.894 0.330 -1.034
H 29.00619 -9.64146 23.87766 0.108 -0.227 -0.288
H 27.47094 -10.54352 25.66631 0.204 0.233 0.156
H 25.13018 -10.48644 25.40397 -0.178 -0.163 -0.080
H 24.07988 -10.20427 23.12859 -0.121 -0.030 0.180
H 25.60335 -9.62309 21.25427 -0.162 0.239 -0.025
H 27.89199 -9.18814 21.63335 0.309 -0.003 -0.093

***

[2]
87
Properties=species:S:1:pos:R:3:forces:R:3 method="wB97M-V/def2-TZVPD" mol_weight_g_mol=549.87 charge=+1 energy_ev=-61986.5577
C 2.41570 -5.66456 -2.38306 -0.551 -0.015 -0.740
C 2.23695 -4.68833 -3.57732 0.135 -0.378 0.850
C 3.09172 -3.42438 -3.41409 -0.235 -1.225 -0.891
O 2.33303 -2.44098 -2.72139 0.223 0.395 0.259
C 3.11781 -1.37724 -2.23247 0.574 0.005 -0.628
N 2.96694 -1.12907 -0.80802 -0.694 -0.080 -0.096
C 3.21890 -2.29314 0.05196 1.655 -0.459 0.719
C 4.75160 -2.43775 0.39433 -0.118 0.992 0.740
N 5.61017 -1.51176 -0.36378 0.365 -0.755 -0.200
C 1.80764 -0.41851 -0.49683 0.188 -0.462 -0.254
N 0.56842 -0.71556 -1.10852 0.951 0.502 0.564
C -0.20354 -1.80276 -0.51384 -3.163 0.757 -0.222
F 0.27839 -2.16735 0.69561 0.843 -0.137 -0.418
F -0.22935 -2.85778 -1.36160 0.925 -0.219 0.376
C -1.68991 -1.34496 -0.31335 0.431 0.365 -0.738
C -2.66583 -1.80870 -1.40614 -0.477 0.506 0.464
Si -4.33866 -0.99709 -0.98067 -0.621 -0.297 0.568
C -5.77060 -1.68222 -1.98359 0.090 -0.015 -0.236
C -4.73381 -1.36033 0.84443 0.366 0.574 -0.303
C -4.23202 0.89057 -1.10322 0.106 -0.558 0.007
C -3.54040 1.57347 -2.09621 0.052 -0.952 -0.271
C -3.50589 2.94441 -2.13502 0.897 0.797 -1.068
C -4.13120 3.71078 -1.18431 -0.253 -0.055 0.416
C -4.83008 3.04085 -0.19437 -0.124 1.337 0.315
C -4.88058 1.67223 -0.15717 -0.495 -0.335 0.673
N 1.88920 0.55595 0.36162 -0.364 -0.285 0.356
C 0.72794 1.38830 0.68646 -1.394 0.523 -0.345
S -0.27454 0.65677 2.03431 0.402 -0.322 0.544
C -1.57341 1.88375 2.36438 -0.307 0.700 -0.214
C -1.08752 3.34504 2.31013 0.045 -0.891 -0.072
C 3.17595 0.88698 1.04625 0.878 0.656 0.480
C 2.96649 1.44028 2.46367 -0.054 0.033 -0.164
C 3.99621 1.82616 0.13284 -0.402 0.496 -0.426
C 3.45767 3.26181 0.00328 -0.614 -0.257 -0.064
H 1.54523 -6.33022 -2.36253 0.196 0.039 0.214
H 2.47205 -5.14227 -1.42414 0.072 -0.122 -0.102
H 3.28779 -6.30109 -2.55832 0.044 0.221 0.333
H 2.52134 -5.24287 -4.47708 -0.048 0.334 -0.029
H 1.17553 -4.43285 -3.65837 0.221 0.220 -0.144
H 4.00337 -3.71850 -2.87163 -0.110 0.386 0.119
H 3.39973 -3.09872 -4.41820 -0.086 0.438 0.277
H 4.17003 -1.59559 -2.44261 -0.065 0.132 0.444
H 2.91741 -0.42396 -2.75242 -0.297 -0.279 0.031
H 2.72071 -2.18032 1.01700 -0.301 0.028 -0.347
H 2.90869 -3.23997 -0.39924 -0.470 0.413 -0.153
H 4.87661 -2.21251 1.46645 -0.200 -0.278 -0.123
H 5.09080 -3.47020 0.28198 -0.124 0.169 -0.305
H 5.76941 -0.64424 0.13476 -0.197 -0.042 0.016
H 6.52537 -1.94959 -0.42113 -0.030 0.194 -0.199
H 0.62847 -0.79491 -2.11856 0.106 -0.399 0.086
H -1.67240 -0.25048 -0.36794 0.033 -0.151 0.302
H -2.02618 -1.60446 0.69126 0.150 -0.243 -0.161
H -2.76906 -2.89792 -1.42415 0.035 0.166 -0.197
H -2.38305 -1.42264 -2.39534 0.185 -0.332 0.112
H -5.93613 -2.73415 -1.71916 0.076 0.128 -0.094
H -6.70562 -1.14928 -1.77329 0.217 0.007 0.048
H -5.60149 -1.62116 -3.06552 -0.020 -0.050 0.157
H -4.75848 -2.43262 1.05938 -0.077 0.178 0.058
H -5.67879 -0.87908 1.12051 -0.015 -0.386 -0.066
H -3.97584 -0.86604 1.46966 -0.093 -0.288 0.012
H -3.04353 0.99901 -2.87733 0.028 0.176 0.049
H -2.95239 3.42671 -2.93967 -0.111 -0.036 0.109
H -4.09712 4.79444 -1.18348 0.046 -0.110 -0.147
H -5.32970 3.65459 0.55225 -0.063 -0.324 0.025
H -5.46666 1.23916 0.64987 0.152 -0.172 -0.149
H 0.06513 1.47374 -0.18099 0.382 -0.267 -0.102
H 1.03376 2.41056 0.90531 0.338 -0.340 0.254
H -2.43035 1.69925 1.70383 0.254 0.132 -0.082
H -1.94423 1.70092 3.37948 0.376 -0.353 -0.116
H -1.83460 3.97776 2.79123 0.198 0.112 -0.188
H -0.91353 3.63816 1.26985 -0.087 0.226 0.218
H -0.15009 3.39733 2.87531 -0.178 0.296 -0.053
H 3.78554 -0.00519 1.19251 -0.506 -0.216 -0.367
H 2.45451 2.40465 2.48282 0.015 -0.160 0.018
H 2.40572 0.73918 3.08601 0.126 0.112 -0.065
H 3.95664 1.59771 2.90411 -0.127 -0.092 -0.092
H 5.03460 1.87589 0.47663 -0.162 -0.252 0.076
H 3.98217 1.38847 -0.87352 0.330 -0.078 0.222
H 2.47820 3.25367 -0.49643 0.177 0.018 0.053
H 4.09565 3.88383 -0.62899 0.091 -0.126 0.262
H 3.30193 3.74005 0.97474 0.269 0.065 -0.163
C -3.33409 4.42906 5.65617 0.239 -0.064 0.191
O -1.92260 4.50575 5.46334 -0.085 -0.077 -0.127
H -3.82064 4.75230 4.73863 0.063 0.023 -0.015
H -3.63370 3.40143 5.87799 -0.144 0.040 -0.007
H -3.64266 5.08376 6.47358 -0.146 -0.017 -0.044
H -1.50682 4.21854 6.28112 0.062 0.057 -0.027

***

Which of these has the lowest charge? C26H50N6O16

***

The highest charge belongs to which entry? C26H51F2N4O2SSi

***

Among the records above, which one has the lowest charge? C26H50N6O16

***

Look up the charge of the first one. -1